The following is a quantum chemistry calculation of 3 unconnected molecules or ions with the total composition C14H39N3O4P in a non-equilibrium geometry, from the Open Molecules 2025 dataset.

Results
LUMO energy	-3.924	eV
largest force on an atom	2.8	eV/A
DFT total energy	-37087.526	eV
gap between HOMO and LUMO	5.963	eV
net charge	+1

Last column: natural (NBO) charge in e.
Geometry (Å):
C1 4.104 7.287 -2.438  -0.647
C2 4.218 5.708 -2.863  -0.255
N1 4.915 5.454 -4.189  -0.818
P1 4.859 3.645 -4.357  0.870
H1 4.153 7.336 -1.248  0.248
H2 2.999 7.640 -2.713  0.244
H3 4.900 7.995 -2.923  0.246
H4 3.112 5.285 -2.994  0.219
H5 4.811 5.064 -2.055  0.184
H6 5.935 5.684 -4.144  0.403
H7 4.598 3.242 -5.720  0.094
H8 3.687 3.211 -3.585  0.121
H9 6.049 3.068 -3.782  0.077
C3 1.024 1.964 2.133  -0.242
O1 1.590 0.673 1.947  -0.558
C4 0.628 -0.345 1.639  -0.072
C5 0.681 -0.736 0.150  -0.249
N2 0.160 0.330 -0.708  -0.619
C6 0.510 0.205 -2.128  -0.252
C7 1.998 0.073 -2.513  -0.090
O2 2.769 1.261 -2.332  -0.582
C8 3.132 1.530 -0.988  -0.247
H10 1.770 2.591 2.630  0.194
H11 0.791 2.431 1.175  0.142
H12 0.127 1.929 2.756  0.182
H13 -0.384 -0.066 1.952  0.184
H14 0.918 -1.223 2.227  0.197
H15 0.089 -1.644 -0.007  0.211
H16 1.723 -0.969 -0.081  0.160
H17 0.517 1.226 -0.381  0.345
H18 0.115 1.099 -2.622  0.201
H19 -0.042 -0.650 -2.543  0.203
H20 2.030 -0.133 -3.593  0.191
H21 2.490 -0.783 -2.040  0.178
H22 3.374 0.624 -0.429  0.199
H23 2.341 2.095 -0.504  0.170
H24 4.019 2.173 -0.996  0.164
C9 -3.046 -1.670 0.100  -0.241
O3 -2.336 -2.053 1.271  -0.566
C10 -2.909 -1.557 2.488  -0.069
C11 -3.640 -2.671 3.259  -0.245
N3 -4.873 -3.079 2.582  -0.624
C12 -5.427 -4.361 3.032  -0.253
C13 -4.521 -5.610 3.000  -0.089
O4 -4.219 -6.093 1.691  -0.542
C14 -3.230 -5.348 1.001  -0.244
H25 -2.396 -1.845 -0.762  0.187
H26 -3.939 -2.283 -0.035  0.160
H27 -3.322 -0.613 0.119  0.178
H28 -3.554 -0.687 2.317  0.180
H29 -2.067 -1.219 3.103  0.180
H30 -3.885 -2.313 4.266  0.195
H31 -2.938 -3.502 3.359  0.171
H32 -4.696 -3.154 1.583  0.349
H33 -6.295 -4.561 2.394  0.208
H34 -5.814 -4.229 4.052  0.194
H35 -5.081 -6.421 3.488  0.198
H36 -3.607 -5.492 3.590  0.163
H37 -2.432 -4.998 1.658  0.172
H38 -3.699 -4.523 0.473  0.153
H39 -2.783 -5.996 0.238  0.189

***

The following is a quantum chemistry calculation of a molecular structure, C14H39N3O7V2 in a non-equilibrium geometry, from the Open Molecules 2025 dataset.

Results
multiplicity	3
LUMO energy (alpha / beta)	-8.938 / -8.551	eV
largest force on an atom	6.5	eV/A
DFT total energy	-85311.952	eV
gap between HOMO and LUMO (alpha / beta)	4.732 / 5.120	eV
net charge	+2

Last column: Mulliken spin population.
Geometry (Å):
O1 -0.218 -0.460 2.949  -0.314
V1 -0.973 0.753 2.285  1.358
O2 -2.981 -2.142 -0.772  -0.284
V2 -1.935 -0.974 -0.465  1.316
O3 -0.410 0.053 0.424  -0.008
H1 -0.089 0.673 -0.252  -0.014
C1 -4.995 -0.233 2.570  0.001
C2 -3.730 -1.047 2.394  -0.004
O4 -2.746 -0.409 1.602  -0.027
H2 -4.808 0.717 3.073  -0.001
H3 -5.667 -0.774 3.243  0.000
H4 -5.553 -0.118 1.642  0.000
H5 -3.971 -2.049 2.026  -0.001
H6 -3.345 -1.233 3.407  0.002
C3 -1.901 -4.579 1.393  -0.001
C4 -0.916 -3.457 1.540  0.006
C5 0.407 -3.909 2.126  -0.001
O5 1.335 -2.857 2.062  0.000
C6 2.645 -3.268 2.459  0.000
N1 -0.672 -2.789 0.211  -0.042
H7 -2.172 -5.018 2.354  0.000
H8 -1.507 -5.387 0.769  0.000
H9 -2.859 -4.294 0.954  0.000
H10 -1.209 -2.667 2.238  0.003
H11 0.764 -4.804 1.592  0.000
H12 0.262 -4.215 3.170  0.000
H13 2.722 -3.429 3.538  0.000
H14 3.339 -2.482 2.174  0.000
H15 2.921 -4.191 1.940  0.000
H16 0.314 -2.493 0.289  0.004
H17 -0.573 -3.554 -0.463  0.002
C7 -0.005 -0.500 -4.624  0.000
C8 0.176 -0.189 -3.155  -0.009
C9 -0.034 1.259 -2.799  -0.009
O6 -1.302 1.637 -3.241  0.005
C10 -1.473 3.038 -3.195  0.000
N2 -0.815 -1.066 -2.377  -0.009
H18 -0.967 -0.166 -5.008  0.000
H19 0.175 -1.550 -4.861  0.000
H20 0.770 0.025 -5.191  0.000
H21 1.183 -0.394 -2.781  -0.002
H22 0.743 1.927 -3.189  0.000
H23 0.030 1.446 -1.716  0.011
H24 -0.951 3.553 -4.009  0.000
H25 -1.053 3.497 -2.286  0.000
H26 -2.524 3.312 -3.229  0.000
H27 -1.593 -1.180 -3.040  0.010
H28 -0.397 -1.994 -2.496  0.006
C11 1.866 5.483 0.037  0.000
C12 2.422 4.313 0.846  0.000
C13 2.424 3.042 -0.001  -0.002
O7 2.900 1.952 0.752  0.000
C14 3.212 0.805 0.006  0.000
N3 3.781 4.649 1.248  0.000
H29 0.868 5.298 -0.371  0.000
H30 2.533 5.911 -0.704  0.000
H31 1.663 6.244 0.795  0.000
H32 1.788 4.157 1.725  0.000
H33 3.124 3.223 -0.829  0.000
H34 1.440 2.790 -0.441  0.002
H35 3.406 -0.030 0.679  0.000
H36 4.143 0.967 -0.548  0.000
H37 2.404 0.506 -0.679  0.000
H38 4.174 3.849 1.737  0.000
H39 4.411 4.821 0.472  0.000

***

The following is a quantum chemistry calculation of 3 unconnected molecules or ions with the total composition C14H39NO8P3S in a non-equilibrium geometry, from the Open Molecules 2025 dataset.

Results
LUMO energy	-3.414	eV
largest force on an atom	3.5	eV/A
DFT total energy	-71721.055	eV
gap between HOMO and LUMO	9.033	eV
net charge	+1

Last column: natural (NBO) charge in e.
Geometry (Å):
C1 0.701 -0.754 -0.784  -0.635
C2 0.135 0.617 -0.442  -0.235
N1 -1.310 0.796 -0.776  -0.908
P1 -2.406 -0.182 -0.023  1.134
S1 -3.946 -0.623 -1.311  -0.150
H1 1.785 -0.765 -0.687  0.266
H2 0.439 -0.987 -1.821  0.216
H3 0.307 -1.560 -0.159  0.203
H4 0.330 0.913 0.590  0.220
H5 0.661 1.347 -1.060  0.233
H6 -1.429 0.710 -1.782  0.411
H7 -2.919 0.481 1.095  0.040
H8 -1.882 -1.396 0.431  0.019
H9 -3.514 0.155 -2.318  0.182
O1 -3.476 2.442 4.369  -1.102
P2 -3.286 3.872 4.625  2.584
O2 -3.864 4.795 3.462  -0.816
C3 -5.267 4.746 3.138  -0.067
C4 -6.148 5.385 4.191  -0.641
O3 -1.725 4.233 4.430  -0.835
C5 -0.774 3.207 4.170  -0.058
C6 -0.586 3.021 2.680  -0.630
O4 -3.584 4.599 5.972  -0.831
C7 -2.866 5.737 6.503  -0.046
C8 -2.859 6.951 5.606  -0.644
H10 -5.558 3.706 2.969  0.184
H11 -5.365 5.276 2.192  0.190
H12 -6.136 4.818 5.122  0.219
H13 -7.177 5.431 3.835  0.225
H14 -5.809 6.395 4.417  0.214
H15 -1.082 2.271 4.635  0.195
H16 0.159 3.512 4.645  0.188
H17 -1.556 2.946 2.184  0.208
H18 -0.012 2.111 2.490  0.190
H19 -0.059 3.864 2.231  0.218
H20 -1.857 5.427 6.770  0.193
H21 -3.380 5.970 7.433  0.198
H22 -2.289 6.781 4.694  0.227
H23 -2.397 7.778 6.146  0.228
H24 -3.871 7.239 5.323  0.212
O5 3.124 -3.205 -2.289  -1.104
P3 3.259 -3.988 -3.520  2.582
O6 3.435 -5.549 -3.264  -0.809
C9 2.422 -6.291 -2.565  -0.068
C10 1.160 -6.496 -3.380  -0.639
O7 4.704 -3.732 -4.164  -0.843
C11 5.638 -2.805 -3.605  -0.054
C12 6.609 -3.501 -2.675  -0.633
O8 2.343 -3.827 -4.779  -0.838
C13 2.762 -4.027 -6.150  -0.046
C14 3.307 -5.403 -6.449  -0.645
H25 2.198 -5.788 -1.621  0.185
H26 2.875 -7.251 -2.327  0.196
H27 0.639 -5.553 -3.554  0.207
H28 0.483 -7.168 -2.852  0.222
H29 1.394 -6.925 -4.354  0.215
H30 5.114 -1.997 -3.093  0.188
H31 6.170 -2.363 -4.448  0.182
H32 6.078 -4.138 -1.968  0.219
H33 7.198 -2.771 -2.119  0.216
H34 7.292 -4.137 -3.240  0.213
H35 3.470 -3.246 -6.423  0.193
H36 1.860 -3.854 -6.735  0.190
H37 4.250 -5.586 -5.938  0.234
H38 3.481 -5.481 -7.522  0.227
H39 2.604 -6.180 -6.151  0.210

***

The following is a quantum chemistry calculation of 6 unconnected molecules or ions with the total composition C14H40Cl4O16P4 in a non-equilibrium geometry, from the Open Molecules 2025 dataset.

Results
LUMO energy	0.417	eV
SMILES string	COP(=O)(OC)OC.COP(=O)(OC)OC.COP(=O)(OC)OC.COP(=O)(OC)OC.ClCCl.ClCCl
largest force on an atom	3.2	eV/A
DFT total energy	-135179.630	eV
gap between HOMO and LUMO	10.779	eV
net charge	0

Last column: Löwdin charge in e.
Geometry (Å):
C1 -0.009 0.826 -1.288  -1.003
Cl1 1.446 0.411 -2.251  0.528
Cl2 -1.400 0.260 -2.168  0.571
H1 0.133 0.296 -0.396  -0.036
H2 -0.075 1.880 -1.087  0.016
C2 -0.854 -1.935 -5.131  -1.080
Cl3 0.085 -3.056 -6.163  0.492
Cl4 -2.031 -0.921 -5.889  0.544
H3 -1.357 -2.620 -4.402  0.024
H4 -0.235 -1.259 -4.613  -0.034
C3 4.980 4.275 -0.589  -0.025
O1 5.052 4.414 0.908  -0.209
P1 4.590 3.211 1.768  0.355
O2 4.492 3.583 3.214  -0.248
O3 3.315 2.584 1.001  -0.224
C4 2.666 1.362 1.150  -0.119
O4 5.639 2.076 1.501  -0.226
C5 6.975 2.281 1.834  -0.109
H5 3.933 4.362 -0.947  0.093
H6 5.390 3.265 -0.831  0.093
H7 5.632 5.085 -0.937  0.090
H8 3.048 0.633 0.458  0.053
H9 1.584 1.555 1.033  0.076
H10 2.648 0.952 2.224  0.130
H11 7.417 1.282 1.725  0.100
H12 7.129 2.845 2.752  0.098
H13 7.409 2.814 1.009  0.076
C6 -5.248 -6.232 -1.369  -0.136
O5 -5.997 -5.116 -1.718  -0.188
P2 -5.121 -3.789 -1.792  0.316
O6 -3.794 -3.928 -2.380  -0.209
O7 -6.102 -2.859 -2.549  -0.163
C7 -7.432 -2.765 -2.151  -0.121
O8 -5.160 -3.226 -0.342  -0.188
C8 -4.273 -2.419 0.331  -0.099
H14 -4.446 -5.961 -0.632  0.104
H15 -4.852 -6.689 -2.262  0.091
H16 -5.772 -7.020 -0.869  0.079
H17 -8.027 -3.409 -2.747  0.081
H18 -7.807 -1.812 -2.272  0.062
H19 -7.720 -2.986 -1.076  0.120
H20 -3.425 -2.030 -0.258  0.090
H21 -3.903 -2.933 1.175  0.079
H22 -4.821 -1.581 0.726  0.089
C9 3.322 -2.123 0.285  -0.042
O9 2.028 -1.545 0.732  -0.241
P3 0.710 -2.383 0.625  0.357
O10 -0.421 -1.652 1.296  -0.254
O11 0.640 -2.649 -0.934  -0.214
C10 -0.309 -3.578 -1.332  -0.105
O12 0.934 -3.796 1.334  -0.222
C11 1.286 -3.767 2.744  -0.063
H23 3.396 -2.087 -0.810  0.096
H24 3.476 -3.136 0.634  0.080
H25 4.161 -1.668 0.760  0.076
H26 -0.009 -4.573 -1.061  0.093
H27 -0.504 -3.466 -2.388  0.080
H28 -1.245 -3.301 -0.860  0.075
H29 1.448 -4.787 3.066  0.092
H30 0.471 -3.317 3.344  0.100
H31 2.105 -3.132 2.881  0.059
C12 -2.041 2.572 1.285  -0.047
O13 -0.635 3.031 1.050  -0.280
P4 -0.183 4.476 1.682  0.420
O14 -1.343 5.191 2.261  -0.244
O15 1.023 4.093 2.601  -0.223
C13 1.395 4.885 3.765  -0.054
O16 0.559 5.263 0.460  -0.216
C14 -0.199 5.713 -0.608  -0.123
H32 -2.615 2.985 0.442  0.091
H33 -2.440 2.843 2.271  0.084
H34 -1.943 1.460 1.203  0.091
H35 1.306 5.934 3.473  0.088
H36 2.425 4.671 4.056  0.068
H37 0.687 4.675 4.610  0.104
H38 -1.069 6.118 -0.166  0.073
H39 -0.505 4.923 -1.249  0.075
H40 0.385 6.424 -1.157  0.090

***

Q: Which ΔE to the lowest compared entry with this formula, charge and spin values were calculated for the entries above? A: 2.999 1.623 0.000 0.000, in eV.